Below is 2 unconnected molecules or ions with the total composition CH7N2O, with properties calculated with wB97M-V/def2-TZVPD.

Geometry as XYZ:
```
11
Properties=species:S:1:pos:R:3:nbo_charge:R:1
O 0.967 1.088 -2.191 -0.98
H 0.709 0.039 -0.456 0.48
H 1.832 1.496 -2.028 0.50
H 0.887 1.025 -3.140 0.50
N 0.000 -0.658 -0.128 -0.75
C -0.280 -0.719 1.421 0.32
N -1.081 0.156 1.764 -0.57
H -0.747 -0.336 -0.665 0.44
H 0.204 -1.577 -0.505 0.44
H 0.414 -1.311 1.964 0.21
H -1.798 -0.209 2.377 0.42
```

- Kohn-Sham gap (eV) = 10.747
- E (a.u.) = -226.73614
- LUMO level (Ha) = -0.169
- multiplicity = 1
- total charge = +1
- strongest force on any atom (hartree/bohr) = 0.05932
- energy above the lowest of the compared OMol25 structures with the same formula, charge and spin (kcal per mole) = 62.3